The following is a DFT calculation (ωB97M-V/def2-TZVPD) of C17H29NO5P2W as an isolated structure.

```
! wB97M-V def2-TZVPD RIJCOSX def2/J DEFGRID3
* xyz 2 1
W 0.84346 -0.75903 0.47686
C 0.68677 2.80246 0.57960
P 1.63474 1.44529 1.30959
C 3.37174 1.80976 1.01152
C 1.37236 1.56344 3.12019
C 0.09816 0.81980 3.52324
P 0.14132 -0.89211 2.87838
C -1.46587 -1.61836 3.28188
C 1.32674 -1.76361 3.94011
H 1.09152 3.75806 0.91505
H -0.35773 2.73223 0.88180
H 0.74723 2.75649 -0.50817
H 3.64026 2.76702 1.46006
H 3.55972 1.84749 -0.06165
H 3.98772 1.01879 1.43767
H 1.33478 2.61161 3.42335
H 2.24987 1.12583 3.60356
H -0.78960 1.30091 3.10544
H -0.02258 0.80295 4.60855
H -1.68612 -1.46949 4.33974
H -1.45063 -2.68923 3.07897
H -2.24743 -1.15723 2.68197
H 1.01298 -1.68557 4.98161
H 2.32675 -1.34647 3.83029
H 1.36714 -2.81610 3.66056
C -2.00145 0.79610 -6.64186
O -1.06022 0.30228 -5.67372
C -1.33576 0.37060 -4.38744
C -2.53530 0.91497 -3.86751
C -2.72653 0.95046 -2.51769
C -1.75212 0.45817 -1.61613
C -1.93979 0.49497 -0.21901
C -3.18729 1.05084 0.38990
O -1.06231 0.05601 0.60655
C -0.56223 -0.08848 -2.17188
O 0.37336 -0.58048 -1.35282
C -0.35390 -0.13075 -3.52845
H -1.53548 0.62465 -7.60518
H -2.17256 1.86253 -6.49919
H -2.93760 0.24207 -6.58100
H -3.29417 1.29911 -4.53120
H -3.64680 1.36536 -2.13118
H -4.05045 0.46004 0.07825
H -3.36139 2.07701 0.06539
H -3.11395 1.03070 1.47399
H 0.56136 -0.53964 -3.93319
N 0.94321 -3.02678 -0.09460
C 2.38773 -3.38364 -0.15687
C 3.06130 -2.02778 -0.03950
O 3.70318 -1.46333 -0.85841
O 2.54190 -1.40209 1.08174
H 0.45115 -3.63050 0.55333
H 0.51913 -3.16113 -1.00874
H 2.65827 -3.87600 -1.08528
H 2.65541 -4.01019 0.69153
*
```

E_tot	-1845.5174	a.u.
gap between HOMO and LUMO	7.44	eV
max |F|	0.6	eV/A
ΔE to the lowest compared entry with this formula, charge and spin	47.28	kJ/mol